DFT (ωB97M-V/def2-TZVPD) results for a cluster of 2 separate species, C16H34BN3O7P in total.

Output
**E_tot**: -1686.91413 a.u.
**F_max**: 0.97 eV Å⁻¹
**Total charge**: +1
**Relative energy (zero: lowest compared OMol25 entry of this formula, charge and spin)**: 0.0 kcal/mol
**HOMO**: -10.923 eV
**Frontier orbital gap**: 8.38 eV

```
62
Properties=species:S:1:pos:R:3:nbo_charge:R:1
C 0.3576 -2.6236 -0.6063 -0.266
O -4.7726 3.9074 -0.4529 -0.560
H 2.8906 -4.0163 -2.1846 0.220
H 1.8180 -0.2627 -0.6370 0.252
O -0.1787 -6.0806 -0.0274 -0.535
H -1.5319 1.0527 0.3788 0.159
H -2.8128 5.8051 -2.3866 0.201
N 1.7075 -3.1815 -0.6501 -0.461
H -2.8122 4.0508 -2.1485 0.160
O -0.3925 2.6775 -0.0900 -0.573
H -0.4149 5.7322 -1.5329 0.202
H 3.0230 -2.0048 2.2289 0.250
H -5.0733 4.9918 -2.1619 0.190
H -2.1090 1.9607 -1.0331 0.185
H 0.8212 3.7058 -1.3374 0.188
H 4.0137 0.0012 1.9150 -0.073
H 0.0849 -2.1520 -1.5636 0.188
P 3.8686 0.1309 0.5226 1.529
C 2.3765 -0.8795 0.0798 -0.360
C -1.6643 2.0504 -0.0393 -0.245
H 0.3419 -5.4847 -2.4349 0.247
H -0.1864 5.3410 0.1622 0.201
C -4.4592 5.0386 -1.2592 -0.071
H -0.3721 -3.5781 3.1532 0.513
H 3.1530 -1.9019 -1.5801 0.237
C -0.7235 5.0425 -0.7419 -0.248
N 1.3703 -1.1193 1.2045 -0.258
C 1.8380 -3.9870 -1.8863 -0.213
H -5.9908 4.9222 0.8917 0.179
H 2.7068 -5.6561 0.2280 0.493
H 3.6415 -2.6366 -0.0441 0.231
H 1.9785 -6.1206 -2.2712 0.251
H -0.5970 -1.9681 1.2773 0.253
H -0.7342 3.2820 -2.0393 0.169
C 1.0885 0.1517 1.7666 0.050
O 2.0269 -6.3473 0.2613 -0.710
N -2.1454 5.2308 -0.4945 -0.618
H -5.4594 3.2959 1.3502 0.193
C 1.2544 -5.4195 -1.8428 -0.548
O 5.0211 -0.3012 -0.2944 -1.039
H 2.1683 -5.3576 2.4400 0.526
H 0.6777 2.2153 2.6206 0.283
H -0.3293 -0.7104 0.0825 0.237
C -3.0007 5.0154 -1.6545 -0.242
C 1.9323 -2.0217 2.3013 -0.566
C 0.9359 -5.9385 -0.4603 0.799
C -5.1496 4.2239 0.8731 -0.248
H -4.7009 5.9642 -0.7304 0.183
H -2.3645 2.5819 0.6088 0.179
O 0.1366 -3.9339 2.4166 -0.909
C -0.2498 3.6468 -1.1273 -0.084
H 1.6776 -1.5467 3.2552 0.261
B 1.4586 -3.5503 2.3415 1.134
H -4.3233 4.6607 1.4462 0.159
H 3.4241 1.4440 0.3290 -0.056
O 2.4745 -4.4449 2.3116 -0.878
H -0.3309 -3.4638 -0.4600 0.259
H 1.3034 -3.4610 -2.6909 0.195
H -2.4412 4.6083 0.2462 0.349
C 2.7962 -2.1927 -0.5825 -0.254
C 0.1058 -1.6111 0.5231 -0.205
C 0.8472 1.2225 2.2308 -0.088
```



DFT (ωB97M-V/def2-TZVPD) results for a cluster of 10 separate species, C16H34Cl8FN5O13 in total in a non-equilibrium geometry.

Output
**SMILES string**: O=C1OC[C@@H](F)O1.C[N+](=O)[O-].C[N+](=O)[O-].C[N+](=O)[O-].C[N+](=O)[O-].C[N+](=O)[O-].ClCCCl.ClCCCl.ClCCCl.ClCCCl
**E_tot**: -5662.81143 a.u.
**F_max**: 5.46 eV Å⁻¹
**Relative energy (zero: lowest compared OMol25 entry of this formula, charge and spin)**: 66.7 kcal/mol
**HOMO**: -10.180 eV
**Frontier orbital gap**: 9.86 eV

```
77
Properties=species:S:1:pos:R:3:lowdin_charge:R:1
H 0.5276 -0.1351 -5.0725 0.101
N 4.4288 2.8960 -1.7599 -0.453
H -1.2730 5.9403 1.4333 0.074
C 2.2778 1.9113 2.8121 -0.653
H -0.3046 -2.9813 2.1905 0.032
N 2.2735 -4.4032 1.2245 -0.453
O 3.2315 2.7638 -1.5983 0.042
C 2.0745 1.4414 4.2412 -0.659
H -2.9888 0.3352 2.1045 0.085
C -4.6309 1.2895 -2.8780 -0.685
C 4.9203 4.2291 -2.2480 0.057
H 1.6009 1.3570 2.1679 0.025
H 2.6012 -6.0325 -0.1209 0.092
C -0.2440 -4.1133 -3.2705 0.038
H -0.3894 -3.3870 -4.0642 0.092
O 5.2410 2.0102 -1.6513 0.078
N 2.0586 -0.9126 -3.8409 -0.436
H 2.6685 1.9882 4.9654 0.065
C -3.1769 1.3157 2.5523 -0.013
H -3.6749 0.9669 3.4579 0.107
C 0.7762 0.4704 -0.5774 0.008
Cl -5.5243 0.9336 -4.3813 0.541
C 0.6361 -0.5642 0.5684 -0.276
H 0.7074 -3.8299 -2.8271 0.073
C -1.2392 0.6166 0.4683 -0.519
O -2.4198 -4.2359 -2.5223 0.036
H -1.5866 -4.6117 4.5213 0.072
H -3.8245 1.9121 1.9218 0.108
O 2.7268 -3.7693 2.1495 0.071
Cl -3.7373 -1.2476 -2.3861 0.527
H 0.0290 -3.9703 4.5316 0.063
H 1.0180 1.4389 4.4819 0.034
C 1.5680 0.0679 -4.8284 0.056
F 1.7354 -0.7386 1.3364 0.055
O 1.3073 -4.1072 0.5450 0.024
C -4.7957 0.1494 -1.8742 -0.600
H 1.0931 0.1176 -1.5496 0.108
H -4.4685 0.4188 -0.8751 0.050
C -1.0896 -3.2165 2.9036 -0.640
Cl 2.5173 -0.2840 4.3882 0.562
N -1.2885 -3.9098 -2.2237 -0.434
Cl -2.5092 3.8237 -1.3288 0.569
Cl 1.8254 3.6352 2.7976 0.574
H 2.1446 -0.0826 -5.7330 0.101
C -2.4619 4.6041 0.2779 -0.642
N -1.8855 1.9711 2.8321 -0.370
H 5.9794 4.0763 -2.4129 0.094
H -0.2085 -5.1548 -3.5653 0.100
H 3.3071 1.7226 2.5160 0.079
H -3.5879 1.5264 -3.0476 0.046
O -0.3340 0.1234 1.3341 0.072
Cl -1.2892 -1.7127 3.8026 0.644
H 3.0553 -6.3954 1.5908 0.097
O 3.2620 -1.0868 -3.8398 0.080
H 4.5817 5.0313 -1.6051 0.100
H 3.9932 -5.2612 0.6470 0.103
C -1.2519 5.4878 0.4437 -0.644
O -1.1423 1.3350 3.5629 0.033
H -2.0106 -3.4071 2.3559 0.080
H -2.4146 3.7817 0.9895 0.008
O -0.6298 0.7749 -0.7227 0.065
C -0.7561 -4.3430 3.8723 -0.701
H -3.3989 5.1443 0.3721 0.072
C 2.9804 -5.6424 0.8133 0.038
H 1.6771 1.0377 -4.3492 0.106
O -2.3919 0.8148 0.7004 0.055
H 1.2584 1.3756 -0.2051 0.132
O 1.2946 -1.5174 -3.1166 0.037
H -5.1341 2.1209 -2.3831 0.061
O -0.9287 -3.5251 -1.1319 0.044
H -5.8129 -0.2259 -1.8987 0.058
H 0.2791 -1.5576 0.2765 0.156
Cl -1.2141 6.8602 -0.7251 0.509
Cl -0.1559 -5.7723 3.0988 0.610
O -1.6069 3.0042 2.2598 0.026
H 4.4272 4.3370 -3.2142 0.099
H -0.3028 4.9762 0.3195 0.057
```



DFT (ωB97M-V/def2-TZVPD) results for a structure of composition C16H34ClCsN3SSi3 in a non-equilibrium geometry.

Output
**E_tot**: -2541.53827 a.u.
**F_max**: 1.52 eV Å⁻¹
**Total charge**: -1
**HOMO**: -4.119 eV
**Frontier orbital gap**: 6.17 eV

```
59
Properties=species:S:1:pos:R:3:nbo_charge:R:1
C 2.2559 2.7666 -4.5628 -0.428
H 2.8192 1.3893 0.9606 0.212
Si -2.2751 -0.9787 1.1734 1.719
H 1.5997 -1.3669 3.6592 0.216
H -4.0971 0.6597 0.5780 0.226
H 0.1668 0.9373 3.4666 0.235
C 0.0967 1.5582 2.5791 -1.138
H -1.1948 3.8057 -3.3530 0.217
H 2.7171 -0.1622 0.1123 0.248
C -0.8263 3.2288 -2.5141 -0.287
H 2.2121 2.8963 -5.6388 0.215
H 0.7811 2.3916 2.7141 0.214
H -2.6202 -1.8205 3.5221 0.220
H -0.0599 -4.9559 2.3522 0.221
C -3.0382 0.5748 0.3509 -1.117
H -4.3846 -2.2036 0.5224 0.225
C 2.0390 -3.1173 0.9694 -1.107
Cl -2.4092 -1.7271 -4.7425 -0.965
C 0.8664 -2.1669 3.6184 -1.118
H -0.9158 1.9534 2.5485 0.223
C -0.6749 1.8523 -2.6051 0.021
C 2.8467 0.9404 -3.0264 0.292
H -2.3912 -0.0873 3.5361 0.223
H -0.9083 1.3350 -3.5311 0.209
C -0.4927 3.8342 -1.3102 -0.201
H -1.5322 -4.0096 2.4604 0.219
H -2.9328 0.5442 -0.7301 0.217
C -0.6281 -4.1584 1.8806 -1.107
H 2.4344 -4.0005 1.4626 0.215
H 2.7516 -0.1111 1.8504 0.235
C 2.3699 0.3974 0.9737 -1.141
H -0.9163 -4.5016 0.8907 0.223
Si 0.4033 -2.5439 1.7837 1.705
H -0.5877 4.9054 -1.1851 0.208
H 1.9004 -3.3589 -0.0794 0.227
H 0.1996 3.4795 0.6807 0.210
N 2.8483 1.8499 -2.0178 -0.816
N 2.5234 1.3851 -4.2563 -0.597
H -0.0076 -1.8265 4.1656 0.223
H 2.7952 -2.3472 1.0223 0.226
N -0.2593 1.0929 -1.6035 -0.490
S 3.3671 -0.6092 -2.7965 -0.295
H -3.1247 -2.4896 -0.6698 0.204
C -3.3189 -2.3942 0.3979 -1.113
H 2.9074 1.4340 -1.0981 0.428
C -0.4402 -1.1434 0.8718 -1.992
H 2.2094 2.6291 -2.0890 0.387
H 2.5226 0.6936 -4.9869 0.421
Cs -1.1872 -1.5411 -2.1728 0.944
H 1.2784 -3.0230 4.1476 0.217
H -3.9557 -0.7572 3.1036 0.217
H -3.0987 -3.3488 0.8644 0.229
H 1.3036 3.0898 -4.1294 0.200
C -0.0537 3.0360 -0.2705 -0.216
H 3.0556 3.3974 -4.1619 0.198
C 0.0330 1.6528 -0.4285 -0.187
C -2.8813 -0.8996 3.0092 -1.118
Si 0.4587 0.4652 1.0299 1.722
H -2.5480 1.4753 0.7033 0.221
```



DFT (ωB97M-V/def2-TZVPD) results for a cluster of 5 separate species, C16H34ClO12S in total in a non-equilibrium geometry.

Output
**E_tot**: -2391.03000 a.u.
**F_max**: 2.41 eV Å⁻¹
**Total charge**: +1
**Relative energy (zero: lowest compared OMol25 entry of this formula, charge and spin)**: 12.7 kcal/mol
**HOMO**: -12.519 eV
**Frontier orbital gap**: 8.86 eV

```
64
Properties=species:S:1:pos:R:3:nbo_charge:R:1
C 2.1519 2.9578 2.3444 -0.256
O 4.5917 3.9606 0.0937 -0.497
H -4.6975 -1.7238 -1.7604 0.279
H -7.2797 -0.0597 5.2453 0.208
H 2.0440 2.3311 -6.8630 0.201
H -2.8174 1.1086 1.9056 0.207
H 6.1265 5.2081 0.7379 0.197
O 3.0536 2.9710 1.2363 -0.505
H -0.0034 -2.9585 -5.8788 0.187
O 2.2713 -0.0368 3.6206 -0.492
H 4.8740 5.9885 -0.2738 0.195
H -4.0012 -3.2412 -2.3405 0.279
H -4.5267 -3.0730 -0.6404 0.282
H -3.6017 0.9823 0.3254 0.186
O 3.7655 5.0000 1.9164 -0.629
C -3.5451 0.5455 1.3216 -0.257
H 3.3851 -0.8632 2.0688 0.185
H -0.1013 -1.6774 -2.4667 0.215
H 3.6852 -1.5615 3.6899 0.199
C -1.0969 -0.7966 3.9088 -0.253
C 1.1807 -0.7885 3.4979 0.983
H -3.2375 -0.4947 1.2354 0.168
H 1.0328 -2.0465 0.2293 0.234
C 0.2029 -2.5036 -1.8081 -0.427
C 3.4666 -0.6509 3.1343 -0.258
H -5.5893 0.2633 5.6548 0.199
H 1.6036 2.0215 2.3051 0.190
O 0.1492 -0.0983 3.9784 -0.492
H -1.3501 -1.0259 2.8739 0.164
C 0.8282 -2.3025 -6.1280 -0.259
H -0.8309 -3.4061 -0.0740 0.276
C 3.8009 4.0735 1.1595 0.975
O -4.8361 0.6416 1.9083 -0.489
H 0.5758 -3.2931 -2.4663 0.258
Cl -1.6156 -4.5266 -2.0510 0.002
O -3.9287 -0.4011 3.6735 -0.660
O 2.4618 -0.2588 -6.4857 -0.621
H -2.1525 -0.9445 -2.0267 0.203
C 1.3916 -0.0556 -5.9935 0.974
C -1.0776 -3.0729 -1.0873 -0.315
C -4.8656 0.1218 3.1364 0.985
C -4.0447 -2.5651 -1.4822 -0.747
C -6.2497 -0.2459 4.9547 -0.260
C 1.8260 2.2113 -5.8031 -0.259
H 4.2764 0.0574 3.2889 0.206
H 6.0441 4.8752 -0.9983 0.197
H -1.0586 -1.7089 4.5033 0.198
H -1.8572 -0.1477 4.3159 0.224
O 1.1321 -1.8919 3.0244 -0.664
H 1.7084 -2.6311 -5.5757 0.191
H 2.6964 3.0016 3.2861 0.200
C 5.4539 5.0814 -0.1091 -0.258
H -6.0682 -1.3197 4.9704 0.194
H 1.0064 -2.3600 -7.2003 0.207
O -6.0840 0.2761 3.6323 -0.479
H 1.3355 3.1113 -5.4416 0.199
H 2.1111 -2.8952 -0.8868 0.235
H 1.4429 3.7824 2.2742 0.191
O 0.4564 -0.9778 -5.7453 -0.512
H 2.7457 2.0608 -5.2396 0.195
H 1.8150 -1.1983 -1.1906 0.238
S -2.4415 -1.8398 -1.0236 0.619
C 1.3444 -2.1135 -0.8180 -0.636
O 0.9207 1.1238 -5.5935 -0.500
```